(1)
Below is a molecular structure, H10O5Tl in a non-equilibrium geometry, with properties calculated with the ωB97M-V functional and the def2-TZVPD basis.

The electronic energy is -15053.773 eV. The energy relative to the best compared isomer or geometry (same formula, charge and spin) is 1.405 eV. The LUMO energy is -20.065 eV. As for the strongest force on any atom: 2.08 eV/Å. The molecular weight is 294.5 g/mol. The frontier orbital gap is 4.334 eV.

```
! RIJCOSX wB97M-V def2-TZVPD def2/J DEFGRID3
* xyz 3 1
Tl 0.48431 1.06255 -0.44785
O 0.60172 -0.92447 -2.53978
H 0.06395 -1.73830 -2.47702
H 1.12034 -1.02259 -3.36896
O -1.97708 -0.46154 -0.12880
H -2.45085 -0.08434 0.63474
H -2.49369 -1.25668 -0.37532
O 0.60146 -1.58394 0.64978
H -0.06976 -2.29094 0.55942
H 1.35604 -2.00728 1.10822
O -1.73013 2.61456 0.24904
H -2.32766 2.57591 1.02571
H -1.76019 3.54837 -0.05507
O 2.54362 0.55290 1.48564
H 2.72496 1.05901 2.30681
H 3.31294 -0.04321 1.37343
*
```

Which charges does Mulliken predict for the atoms? In e, they are: 1.565, -0.429, 0.364, 0.365, -0.483, 0.348, 0.360, -0.385, 0.346, 0.344, -0.459, 0.383, 0.382, -0.459, 0.376, 0.381

=====

(2)
Below is 6 unconnected molecules or ions with the total composition H11O5S in a non-equilibrium geometry, with properties calculated with the ωB97M-V functional and the def2-TZVPD basis.

The electronic energy is -21253.174 eV. The energy relative to the best compared isomer or geometry (same formula, charge and spin) is 1.299 eV. The LUMO energy is 3.481 eV. As for the strongest force on any atom: 4.21 eV/Å. The molecular weight is 123.2 g/mol. The frontier orbital gap is 7.961 eV.

```
! RIJCOSX wB97M-V def2-TZVPD def2/J DEFGRID3
* xyz -1 1
S -0.36221 -1.75069 -0.88528
H -0.97078 -2.41750 -1.99696
H 0.07254 -1.17290 1.31858
H 0.05558 0.39097 1.69657
O 0.35934 -0.51594 2.03180
H 2.09940 2.68912 0.25845
H 1.73254 1.08739 0.09786
O 1.41382 2.05581 -0.01156
H 1.66797 -0.68192 -0.71921
H 2.62962 -0.66293 0.64486
O 2.57258 -0.22994 -0.31491
H -0.28463 1.70724 -1.31736
H -1.05034 0.39969 -1.39993
O -1.14584 1.34873 -1.53855
H -2.90152 -0.94469 -0.06381
H -2.58880 -0.60392 1.44346
O -3.29926 -0.69853 0.75598
*
```

Which charges does Mulliken predict for the atoms? In e, they are: -0.791, 0.020, 0.243, 0.338, -0.658, 0.251, 0.443, -0.694, 0.251, 0.390, -0.772, 0.332, 0.288, -0.644, 0.300, 0.328, -0.627

=====

(3)
Below is 6 unconnected molecules or ions with the total composition H11O6 in a non-equilibrium geometry, with properties calculated with the ωB97M-V functional and the def2-TZVPD basis.

The electronic energy is -12465.284 eV. The energy relative to the best compared isomer or geometry (same formula, charge and spin) is 0.773 eV. The LUMO energy is 3.902 eV. As for the strongest force on any atom: 1.47 eV/Å. The molecular weight is 107.1 g/mol. The frontier orbital gap is 9.198 eV.

```
! RIJCOSX wB97M-V def2-TZVPD def2/J DEFGRID3
* xyz -1 1
O 1.04732 0.69300 1.31098
H 1.09212 0.19557 2.12716
O -1.06456 1.36677 -0.04906
H -1.57123 1.09117 0.70780
H -0.17594 1.22120 0.38784
O -0.27898 -1.91789 1.40278
H -0.39915 -1.81741 2.35106
H 0.19726 -1.07846 1.21302
O 2.57992 0.06436 -0.65587
H 2.99181 0.91917 -0.76112
H 2.01792 0.12257 0.20700
O -3.18796 -0.65833 0.92465
H -2.40690 -1.22422 0.91240
H -3.06508 -0.25754 0.04609
O 0.80966 0.33729 -3.08384
H 1.11927 1.23850 -3.27261
H 1.26161 0.26203 -2.20611
*
```

Which charges does Mulliken predict for the atoms? In e, they are: -1.108, 0.117, -0.713, 0.273, 0.450, -0.690, 0.297, 0.418, -0.783, 0.277, 0.474, -0.707, 0.359, 0.331, -0.649, 0.282, 0.373

=====

(4)
Below is a molecular structure, H11S6 in a non-equilibrium geometry, with properties calculated with the ωB97M-V functional and the def2-TZVPD basis.

The electronic energy is -65190.745 eV. The energy relative to the best compared isomer or geometry (same formula, charge and spin) is 0.738 eV. The LUMO energy is 2.707 eV. As for the strongest force on any atom: 1.23 eV/Å. The molecular weight is 203.5 g/mol. The frontier orbital gap is 6.602 eV.

```
! RIJCOSX wB97M-V def2-TZVPD def2/J DEFGRID3
* xyz -1 1
S -1.13875 2.58162 1.66778
H -2.20349 3.32737 1.97677
S -1.99480 0.42400 -2.70957
H -1.47873 0.31139 -1.47678
H -2.49463 -0.81107 -2.78128
S -2.41099 -0.43612 0.99524
H -3.68498 -0.01897 1.00953
H -1.73290 1.17963 1.47832
S 1.93664 0.61861 2.09000
H 1.87226 1.59269 1.20154
H 0.69892 0.75553 2.57391
S 0.11720 -4.22188 1.17199
H -1.05750 -3.96565 1.76196
H -0.30247 -3.69553 0.01472
S 3.82530 0.90722 -3.28304
H 4.03893 1.54788 -2.13313
H 2.84092 1.59193 -3.86537
*
```

Which charges does Mulliken predict for the atoms? In e, they are: -0.489, 0.053, -0.300, 0.156, 0.117, -0.662, 0.014, 0.144, -0.277, 0.119, 0.135, -0.317, 0.157, 0.149, -0.297, 0.144, 0.152

=====

(5)
Below is a molecular structure, H12MnO6 in a non-equilibrium geometry, with properties calculated with the ωB97M-V functional and the def2-TZVPD basis.

The electronic energy is -43786.790 eV. The energy relative to the best compared isomer or geometry (same formula, charge and spin) is 0.557 eV. The LUMO energy (alpha / beta) is -7.025 / -7.017 eV. As for the strongest force on any atom: 1.93 eV/Å. The molecular weight is 163.0 g/mol. The frontier orbital gap (alpha / beta) is 10.674 / 13.194 eV.

```
! RIJCOSX wB97M-V def2-TZVPD def2/J DEFGRID3
* xyz 2 6
Mn 0.04444 0.03425 -0.03969
O 0.47445 1.94463 -0.32245
H -0.04929 2.74415 -0.37436
H 1.37996 2.25282 -0.28639
O -1.41918 -0.03785 -1.59379
H -1.45117 0.63541 -2.27344
H -1.84161 -0.79966 -1.99057
O 1.20122 -0.02222 1.66226
H 1.02582 0.44212 2.48071
H 2.09011 -0.36217 1.76494
O 1.49694 -0.70037 -1.34084
H 2.38404 -0.40018 -1.53875
H 1.29178 -1.32060 -2.04045
O -0.37695 -2.03984 0.45029
H -0.65605 -2.81820 -0.03189
H 0.15121 -2.38117 1.17195
O -1.62024 0.76332 1.25177
H -1.88750 0.66992 2.16613
H -2.23796 1.39563 0.88457
*
```

Which charges does Mulliken predict for the atoms? In e, they are: 0.983, -0.418, 0.293, 0.307, -0.442, 0.316, 0.303, -0.407, 0.294, 0.300, -0.475, 0.285, 0.309, -0.445, 0.302, 0.328, -0.434, 0.289, 0.313

=====

(6)
Below is 5 unconnected molecules or ions with the total composition H12NO4 in a non-equilibrium geometry, with properties calculated with the ωB97M-V functional and the def2-TZVPD basis.

The electronic energy is -9869.223 eV. The energy relative to the best compared isomer or geometry (same formula, charge and spin) is 0.831 eV. The LUMO energy is -3.029 eV. As for the strongest force on any atom: 1.45 eV/Å. The molecular weight is 90.1 g/mol. The frontier orbital gap is 11.776 eV.

```
! RIJCOSX wB97M-V def2-TZVPD def2/J DEFGRID3
* xyz 1 1
N 1.19146 1.20644 0.22936
H 0.68911 1.51132 1.07294
H 0.92914 0.21733 -0.07413
H 2.18967 1.13764 0.37557
H 0.91619 1.85875 -0.50002
H -3.52730 -1.81746 -2.60160
H -3.62548 -0.69618 -3.57498
O -2.99520 -1.09530 -2.95354
H 1.69446 -1.77510 -1.00484
H 1.58419 -1.95997 0.41941
O 1.81220 -1.26951 -0.19649
H -1.42277 -0.51281 -1.54914
H -1.88929 -0.72389 -0.21098
O -1.07025 -0.72015 -0.67649
H 0.45176 1.56260 4.07910
H 1.97790 1.47729 3.78743
O 1.09421 1.59900 3.37840
*
```

Which charges does Mulliken predict for the atoms? In e, they are: -0.446, 0.331, 0.386, 0.341, 0.379, 0.324, 0.324, -0.644, 0.325, 0.318, -0.664, 0.344, 0.296, -0.625, 0.321, 0.320, -0.630

=====

(7)
Below is 5 unconnected molecules or ions with the total composition H12NO4 in a non-equilibrium geometry, with properties calculated with the ωB97M-V functional and the def2-TZVPD basis.

The electronic energy is -9869.490 eV. The energy relative to the best compared isomer or geometry (same formula, charge and spin) is 0.565 eV. The LUMO energy is -2.957 eV. As for the strongest force on any atom: 1.08 eV/Å. The molecular weight is 90.1 g/mol. The frontier orbital gap is 12.212 eV.

```
! RIJCOSX wB97M-V def2-TZVPD def2/J DEFGRID3
* xyz 1 1
N 0.37321 1.16563 -0.03998
H 0.62389 1.82753 -0.76967
H -0.49399 1.46171 0.43392
H 0.15366 0.24672 -0.46447
H 1.05363 1.13721 0.71742
H -1.20807 -0.12018 3.13084
H -1.24153 -0.81638 1.75144
O -0.85156 -0.08540 2.23965
H 1.98107 -3.66703 0.31353
H 1.13378 -3.29949 1.48833
O 1.47023 -2.92336 0.66427
H 0.47716 -1.81054 -0.95839
H -0.77738 -1.62665 -1.89057
O -0.32651 -1.29360 -1.10600
H -1.43269 3.65703 -2.02539
H -0.07357 3.51813 -2.50470
O -0.58392 3.31626 -1.70656
*
```

Which charges does Mulliken predict for the atoms? In e, they are: -0.378, 0.384, 0.382, 0.268, 0.373, 0.311, 0.318, -0.614, 0.324, 0.316, -0.632, 0.344, 0.300, -0.692, 0.318, 0.323, -0.644

=====

(8)
Below is 6 unconnected molecules or ions with the total composition H12O5S, with properties calculated with the ωB97M-V functional and the def2-TZVPD basis.

The electronic energy is -21267.252 eV. The energy relative to the best compared isomer or geometry (same formula, charge and spin) is 0.790 eV. The LUMO energy is 0.325 eV. Its structure (SMILES) is O.O.O.O.O.S. As for the strongest force on any atom: 0.56 eV/Å. The molecular weight is 124.2 g/mol. The frontier orbital gap is 10.467 eV.

```
! RIJCOSX wB97M-V def2-TZVPD def2/J DEFGRID3
* xyz 0 1
O 1.15386 -1.97695 3.98474
H 1.26143 -1.66814 3.07107
H 0.50209 -1.35670 4.32988
O -1.09329 1.37968 -1.56361
H -0.16191 1.14074 -1.64431
H -1.47557 0.54174 -1.27002
O 0.61085 -0.39618 1.65425
H 1.21118 0.30467 1.35818
H -0.07672 -0.53008 0.99341
O -2.76017 -1.61733 -1.62097
H -3.42367 -2.30353 -1.72524
H -3.23386 -0.83537 -1.32605
O -1.79428 -2.16808 2.22161
H -0.88296 -2.30489 2.51950
H -2.32465 -2.04977 3.01571
S 2.14276 2.62980 -2.49739
H 3.44304 2.92630 -2.63199
H 2.24860 1.62531 -3.37530
*
```

Which charges does Mulliken predict for the atoms? In e, they are: -0.636, 0.351, 0.308, -0.577, 0.259, 0.307, -0.645, 0.288, 0.318, -0.609, 0.292, 0.313, -0.641, 0.353, 0.309, -0.324, 0.169, 0.164

=====

(9)
Below is 6 unconnected molecules or ions with the total composition H12O5S in a non-equilibrium geometry, with properties calculated with the ωB97M-V functional and the def2-TZVPD basis.

The electronic energy is -21267.108 eV. The energy relative to the best compared isomer or geometry (same formula, charge and spin) is 0.935 eV. The LUMO energy is 0.095 eV. Its structure (SMILES) is O.O.O.O.O.S. As for the strongest force on any atom: 1.39 eV/Å. The molecular weight is 124.2 g/mol. The frontier orbital gap is 10.101 eV.

```
! RIJCOSX wB97M-V def2-TZVPD def2/J DEFGRID3
* xyz 0 1
O 1.84594 1.00163 1.40581
H 2.45162 0.60077 0.76516
H 2.07128 0.87610 2.32661
O 0.52106 -3.15772 -0.03385
H -0.01489 -2.94523 -0.80084
H 0.00966 -2.82371 0.72077
O -0.06456 2.88017 1.03228
H 0.86543 2.61096 1.13311
H -0.65390 2.30760 1.52097
O -1.59280 -0.80263 -2.00421
H -1.92390 -1.66642 -1.72811
H -2.39291 -0.46820 -2.43424
O 1.22220 1.02209 -1.58507
H 0.40119 0.56247 -1.78674
H 1.49288 1.53380 -2.36277
S -1.34698 -0.82544 1.72171
H -0.56542 0.19616 1.26506
H -2.32591 -0.90242 0.84435
*
```

Which charges does Mulliken predict for the atoms? In e, they are: -0.570, 0.283, 0.271, -0.585, 0.293, 0.314, -0.622, 0.386, 0.263, -0.572, 0.283, 0.303, -0.575, 0.294, 0.287, -0.368, 0.177, 0.139

=====

(10)
Below is 6 unconnected molecules or ions with the total composition H12O5S2, with properties calculated with the ωB97M-V functional and the def2-TZVPD basis.

The electronic energy is -32102.651 eV. The energy relative to the best compared isomer or geometry (same formula, charge and spin) is 0.725 eV. The LUMO energy is 0.302 eV. Its structure (SMILES) is SS.O.O.O.O.O. As for the strongest force on any atom: 0.74 eV/Å. The molecular weight is 156.2 g/mol. The frontier orbital gap is 9.673 eV.

```
! RIJCOSX wB97M-V def2-TZVPD def2/J DEFGRID3
* xyz 0 1
S 1.70045 -0.15566 4.65959
S 2.59294 -1.91013 5.27588
H 2.08165 -0.23882 3.37711
H 1.49098 -2.66092 5.35451
O -2.23943 -3.88996 2.31499
H -2.28136 -2.92498 2.23851
H -1.58680 -4.08217 1.62737
O -1.23197 -0.40602 1.11124
H -1.74789 -0.12463 0.34276
H -1.54793 0.24844 1.74795
O -1.25155 1.65562 -1.16536
H -0.43637 1.21210 -0.89598
H -0.93766 2.56178 -1.27426
O 0.68502 0.87622 -4.96260
H 0.90017 0.00402 -5.30488
H -0.27172 0.86520 -4.85609
O 1.26248 2.90826 -2.83741
H 1.04500 2.38885 -3.61944
H 1.77399 3.67281 -3.13388
*
```

Which charges does Mulliken predict for the atoms? In e, they are: -0.171, -0.180, 0.175, 0.173, -0.646, 0.332, 0.316, -0.666, 0.325, 0.330, -0.647, 0.338, 0.304, -0.666, 0.311, 0.323, -0.625, 0.359, 0.313

=====

Q: Number 9 is which compound?
A: H12O5S